DFT (ωB97M-V/def2-TZVPD) results for the ion C2H8NS with charge +1.

Summary:
total charge: +1
energy: -14521.999 eV
ΔE to the lowest compared entry with this formula, charge and spin: 0.1740 eV

Geometry (Å):
N -0.14 -1.60 0.02
C 0.12 -0.27 -0.65
C 0.07 0.86 0.39
S -0.20 2.46 -0.45
H -0.09 -2.34 -0.68
H 0.53 -1.78 0.78
H -1.07 -1.58 0.41
H -0.69 -0.06 -1.35
H 1.10 -0.38 -1.10
H -0.81 0.70 1.01
H 0.99 0.87 0.96
H 0.18 3.12 0.65

DFT (ωB97M-V/def2-TZVPD) results for a cluster of 2 separate species, C2H8O in total.

Summary:
energy: -4251.011 eV
ΔE to the lowest compared entry with this formula, charge and spin: 0.0906 eV

Geometry (Å):
C 0.76 -0.61 -0.60
C 0.16 0.11 -1.81
H 1.55 -0.03 -0.15
H 1.17 -1.56 -0.95
H 0.03 -0.92 0.15
H -0.35 -0.60 -2.45
H -0.60 0.86 -1.60
H 0.97 0.58 -2.35
O -0.83 0.54 2.08
H -0.44 -0.35 2.03
H -1.07 0.70 2.99